93
Properties=species:S:1:pos:R:3:forces:R:3 method="wB97M-V/def2-TZVPD" charge=+1 homo_energy_ha=-0.3751 total_energy_ha=-3215.45575 largest_force_ev_per_a=0.9 e_above_lowest_kcal_mol=24.3 orbital_gap_ev=7.52
Tl 0.39357 -0.23699 1.04572 -0.4 0.5 0.0
C -4.03209 -0.86286 2.19717 0.1 -0.1 -0.1
C -2.56461 -0.98040 1.90011 -0.3 0.2 0.0
N -1.85375 0.02283 1.54146 0.2 -0.4 0.0
N -2.37587 1.24598 1.42177 0.2 0.2 -0.1
C -1.41659 2.17766 1.30886 -0.1 0.0 0.1
O -0.17386 1.97799 1.35448 0.0 0.0 -0.1
C -1.90959 3.57624 1.14146 0.2 0.0 0.0
C -0.97436 4.60701 1.07451 0.0 0.0 0.0
C -1.39332 5.91892 0.89343 0.0 0.0 0.0
C -2.75011 6.20298 0.78110 0.0 0.0 0.0
C -3.68506 5.17491 0.85458 -0.1 0.1 0.0
C -3.26729 3.86552 1.03791 -0.1 0.0 0.1
C -1.86738 -2.27407 2.08138 0.0 0.0 0.0
C -2.56464 -3.45427 2.29974 -0.2 -0.2 0.0
C -1.85281 -4.62736 2.50899 -0.2 0.0 0.0
C -0.46780 -4.59688 2.51686 0.0 0.0 0.0
C 0.15830 -3.38297 2.28982 -0.2 0.1 0.0
N -0.53512 -2.26121 2.07302 0.4 -0.2 0.0
H -4.34120 0.16673 2.06294 0.0 0.0 0.0
H -4.61700 -1.49703 1.52446 0.0 0.0 0.0
H -4.24706 -1.16964 3.22239 0.0 0.0 0.0
H 0.07844 4.36158 1.16898 -0.1 0.0 0.0
H -0.66322 6.72199 0.84728 -0.1 -0.1 0.0
H -3.08030 7.22709 0.64056 0.0 -0.1 0.0
H -4.74515 5.39728 0.77049 0.1 0.0 0.0
H -3.98662 3.05643 1.09960 0.1 0.1 0.0
H -3.64863 -3.45709 2.31002 0.1 0.0 0.0
H -2.38288 -5.55971 2.67129 0.0 0.1 0.0
H 0.11660 -5.49042 2.69860 0.0 0.1 0.0
H 1.23696 -3.28043 2.28171 -0.1 0.0 -0.1
I 7.09091 -0.22746 7.15468 0.0 0.0 0.0
C 5.53493 -0.33734 5.77310 0.0 0.1 0.1
C 4.54624 0.63956 5.77600 -0.1 0.0 -0.2
C 3.51430 0.56431 4.84767 0.1 0.1 0.1
C 3.47217 -0.48063 3.93009 -0.2 0.1 -0.2
C 4.46604 -1.45139 3.94388 0.2 -0.1 0.1
C 5.50447 -1.38479 4.86344 -0.1 -0.1 -0.1
C 2.37757 -0.56089 2.90897 -0.2 0.3 0.2
O 2.34627 -1.51926 2.09629 0.2 0.1 0.4
O 1.49809 0.36631 2.86364 0.8 -0.4 0.3
H 4.57982 1.45229 6.49062 0.0 -0.1 0.0
H 2.73664 1.31662 4.82779 0.0 0.0 0.0
H 4.41962 -2.26878 3.23238 0.0 0.1 0.1
H 6.28100 -2.14182 4.87156 -0.1 0.1 0.0
C -2.42370 -1.18208 -2.32401 0.0 0.1 -0.1
N -1.83632 -0.11363 -3.12660 -0.2 -0.2 -0.1
C -2.56510 0.14516 -4.37256 0.1 -0.2 0.2
P -0.87309 1.02785 -2.41628 -0.1 -0.4 0.3
O -0.63237 0.67170 -0.98154 0.2 -0.2 -0.4
N 0.54366 1.17181 -3.24363 0.6 0.0 -0.1
C 0.61652 1.07219 -4.70015 0.0 0.1 0.2
C 1.63505 1.96009 -2.64986 -0.1 -0.2 -0.2
N -1.69900 2.40892 -2.69908 -0.4 0.7 0.2
C -3.09739 2.47460 -2.24290 0.2 0.0 -0.1
C -1.02712 3.71337 -2.70260 -0.2 -0.1 0.0
H -2.30130 -2.14899 -2.82172 0.0 0.1 0.0
H -3.49928 -1.01389 -2.18848 0.0 0.0 0.0
H -1.95781 -1.21987 -1.34313 0.0 0.1 -0.1
H -2.39680 -0.65900 -5.09511 0.0 0.0 0.0
H -2.25528 1.08503 -4.81687 0.0 0.0 0.0
H -3.64086 0.20179 -4.18085 0.0 0.0 0.0
H -0.05291 0.29955 -5.07285 0.0 0.0 0.1
H 1.63526 0.79428 -4.97942 0.0 0.0 0.0
H 0.37882 2.02076 -5.19897 0.0 0.0 0.0
H 1.48079 2.09347 -1.58405 -0.1 0.0 0.1
H 1.72196 2.94159 -3.12526 0.1 -0.1 0.0
H 2.58117 1.44124 -2.78518 0.1 -0.1 0.0
H -3.49358 1.47653 -2.05231 0.1 0.0 0.0
H -3.71300 2.95328 -3.00569 0.0 0.0 -0.1
H -3.18205 3.04868 -1.32188 0.0 0.0 0.0
H -0.02762 3.63397 -3.12438 -0.2 0.0 0.0
H -0.95476 4.13810 -1.69584 0.0 0.0 0.0
H -1.59808 4.40463 -3.32232 -0.1 0.0 0.0
C 4.78014 -0.82714 0.13411 0.2 0.1 0.2
S 3.17352 -1.37366 -0.37081 -0.7 0.4 0.0
C 3.48002 -1.45363 -2.12252 0.0 0.1 -0.2
O 2.29090 -0.10714 -0.22244 0.3 -0.4 -0.2
H 5.51970 -1.56170 -0.19724 -0.1 0.1 0.1
H 4.76899 -0.76169 1.22349 0.1 0.0 -0.1
H 4.95678 0.15335 -0.31424 0.1 -0.1 0.1
H 4.01320 -2.38589 -2.33490 -0.1 0.2 0.0
H 4.06478 -0.58967 -2.44608 -0.1 -0.1 0.0
H 2.49789 -1.45683 -2.60228 0.1 0.0 0.0
C 0.09105 -5.52862 -1.96329 0.0 0.1 0.1
C -0.67104 -4.20749 -2.13646 0.2 0.0 0.3
C -0.12974 -3.14375 -1.27226 0.3 -0.2 0.0
N 0.35936 -2.36161 -0.58674 -0.3 -0.2 -0.4
H -0.35464 -6.28708 -2.60337 0.0 0.0 0.0
H 0.03740 -5.87480 -0.93024 0.0 0.0 -0.1
H 1.14139 -5.41649 -2.23602 -0.1 0.0 0.0
H -1.72090 -4.33393 -1.88185 -0.1 0.0 0.0
H -0.62020 -3.85989 -3.16417 0.0 0.1 -0.1